This record from the OMol25 dataset describes a molecular structure, C5H8O2. The level of theory is wB97M-V/def2-TZVPD.

Atoms and positions in Å:
O 1.541 -0.838 1.221
C 1.435 0.257 0.418
C 2.242 0.573 -0.592
C -1.820 0.859 0.435
C -1.682 -0.656 0.384
C -1.327 -0.384 -1.028
O -1.554 0.912 -0.932
H 2.314 -1.351 0.946
H 0.569 0.858 0.705
H 2.054 1.469 -1.171
H 3.103 -0.035 -0.864
H -2.733 1.390 0.712
H -0.902 -1.159 0.964
H -2.652 -1.141 0.535
H -0.590 -0.754 -1.734

## Properties
Largest force on an atom, Eh/bohr: 0.01882
E, eV: -9404.396
ΔE to the lowest compared entry with this formula, charge and spin, kJ/mol: 524.5
HOMO energy (alpha / beta), eV: -7.99 / -7.57
LUMO (alpha / beta), eV: 0.8 / 0.4
HOMO-LUMO gap (alpha / beta), eV: 8.7514 / 8.0180

Here are the natural (NBO) charges for atoms 1 to 4, given in e: -0.69 0.14 -0.55 -0.03